[1]
Molecular formula: C7H6FNO
Method: DFT, ωB97M-V/def2-TZVPD

The geometry in XYZ format:
```
16
Properties=species:S:1:pos:R:3:lowdin_charge:R:1
N 1.007 2.168 -1.405 0.1599
C 0.551 0.899 -1.676 -0.5077
O 0.468 0.424 -2.793 0.0638
C 0.116 0.117 -0.519 -0.1634
C -0.303 0.753 0.672 -0.0159
C -0.686 -0.025 1.783 -0.0020
C -0.699 -1.422 1.673 -0.2763
F -1.058 -2.138 2.748 0.0641
C -0.373 -2.063 0.462 0.0090
C 0.001 -1.260 -0.602 -0.0204
H 1.461 2.686 -2.160 0.1193
H 1.232 2.508 -0.499 0.0801
H -0.367 1.831 0.748 0.1058
H -1.096 0.400 2.732 0.1302
H -0.472 -3.168 0.397 0.1311
H 0.219 -1.708 -1.562 0.1224
```

As for the SMILES: NC(=O)c1ccc(F)cc1. The LUMO energy is 0.6 eV. The calculation puts the relative energy (zero: lowest compared OMol25 entry of this formula, charge and spin) at 0.180 eV.



[2]
Molecular formula: C7H6N2
Method: DFT, ωB97M-V/def2-TZVPD

The geometry in XYZ format:
```
15
Properties=species:S:1:pos:R:3:lowdin_charge:R:1
N 3.339 -0.532 -1.055 0.1535
C 2.295 -0.070 -0.600 -0.2216
C 1.002 0.132 -0.214 -0.2473
C 0.552 0.152 1.153 0.1059
C -0.982 0.458 1.237 -0.2777
N -2.369 0.052 1.528 0.0650
C -1.751 -0.304 0.274 -0.3353
C -1.298 -0.009 -1.184 -0.0572
C 0.006 0.192 -1.428 -0.0535
H 1.093 -0.041 2.073 0.1011
H -1.212 1.447 1.106 0.1133
H -2.419 -1.021 1.930 0.1668
H -1.693 -1.507 0.319 0.1722
H -2.136 0.229 -1.939 0.1237
H 0.635 0.953 -2.230 0.1911
```

As for the SMILES: N#CC1=C[C@@H]2N[C@H]2C=C1. The LUMO energy is -0.6 eV. The calculation puts the relative energy (zero: lowest compared OMol25 entry of this formula, charge and spin) at 7.431 eV.



[3]
Molecular formula: C7H6N2
Method: DFT, ωB97M-V/def2-TZVPD

The geometry in XYZ format:
```
15
Properties=species:S:1:pos:R:3:lowdin_charge:R:1
C 2.000 -1.570 0.648 0.2744
C 0.904 -0.849 0.480 -0.3299
C -0.502 -1.047 0.551 0.1470
C 1.172 0.539 -0.059 -0.3234
C -1.516 -0.280 0.119 -0.3227
C 2.642 0.789 -0.293 -0.0149
C -2.982 -0.502 -0.072 -0.0287
N 0.230 1.294 -0.313 0.0563
N -1.020 1.024 -0.146 0.0853
H 3.072 -0.253 -0.006 0.0414
H 2.965 1.516 0.430 0.0805
H 3.032 1.097 -1.294 0.1028
H -3.261 -1.271 0.674 0.0897
H -3.262 -0.901 -0.987 0.0547
H -3.475 0.413 0.268 0.0875
```

The LUMO energy (spin up / spin down) is -1.1 / -1.6 eV. The calculation puts the relative energy (zero: lowest compared OMol25 entry of this formula, charge and spin) at 8.944 eV.



[4]
Molecular formula: C7H6N2O
Method: DFT, ωB97M-V/def2-TZVPD

The geometry in XYZ format:
```
16
Properties=species:S:1:pos:R:3:lowdin_charge:R:1
N 2.680 -0.633 -2.044 0.1469
C 1.953 0.221 -1.775 -0.2087
C 0.944 1.179 -1.244 -0.1380
N -0.158 0.548 -0.441 -0.0930
C 0.213 -0.166 0.796 -0.1555
C -0.978 -1.117 0.905 -0.0751
C -1.717 -1.199 -0.185 -0.0167
C -1.181 -0.173 -1.151 -0.2274
C -1.315 -0.273 -2.427 -0.1531
O -1.554 -0.157 -3.553 0.1912
H 1.549 2.010 -0.702 0.1545
H 0.457 1.638 -2.104 0.1114
H 1.213 -0.640 0.943 0.1244
H 0.225 0.525 1.634 0.1067
H -1.362 -1.274 1.912 0.1078
H -2.715 -1.611 -0.401 0.1244
```

As for the SMILES: N#CCN1CC=CC1=C=O. The LUMO energy is 0.7 eV. The calculation puts the relative energy (zero: lowest compared OMol25 entry of this formula, charge and spin) at 2.866 eV.



[5]
Molecular formula: C7H6N2O2
Method: DFT, ωB97M-V/def2-TZVPD

The geometry in XYZ format:
```
17
Properties=species:S:1:pos:R:3:lowdin_charge:R:1
N -0.575 2.769 -0.286 0.1751
C 0.387 1.980 -0.269 -0.1957
C 1.587 1.535 -0.277 0.0056
C 2.590 0.629 -0.128 -0.1018
C 2.340 -0.668 0.351 -0.1171
C 1.151 -1.326 0.285 -0.0580
C 0.009 -0.880 -0.539 -0.0721
C -1.258 -0.860 -0.194 0.0522
N -2.418 -0.537 0.206 -0.3160
O -2.842 0.518 0.647 -0.0147
O -3.410 -1.537 -0.031 0.0386
H -1.445 2.710 0.206 0.0531
H 3.634 0.808 -0.116 0.0885
H 3.275 -1.114 0.618 0.0996
H 0.883 -2.083 1.003 0.1088
H 0.436 -0.599 -1.544 0.1467
H -4.344 -1.346 0.066 0.1071
```

As for the SMILES: N=C=C=C/C=C\C=C=[N+]([O-])O. The LUMO energy (spin up / spin down) is -1.2 / -1.2 eV. The calculation puts the relative energy (zero: lowest compared OMol25 entry of this formula, charge and spin) at 10.202 eV.



[6]
Molecular formula: C7H6N2S2
Method: DFT, ωB97M-V/def2-TZVPD

The geometry in XYZ format:
```
17
Properties=species:S:1:pos:R:3:lowdin_charge:R:1
C -2.685 -1.860 -0.414 -1.0389
C 2.098 -0.422 -0.001 -0.0388
C 2.001 0.482 -1.091 -0.0682
C 1.147 -0.386 0.927 -0.0296
C 0.848 1.205 -1.261 -0.1103
C -0.026 0.361 0.774 -0.3035
C -0.334 1.083 -0.407 -0.6549
N -2.503 -1.469 0.663 0.0103
N -0.975 0.295 1.696 0.1998
S -2.971 -2.262 -1.954 0.4677
S -1.605 2.083 -0.752 0.8559
H 3.119 -0.991 -0.013 0.1625
H 2.802 0.639 -1.794 0.1078
H 1.220 -1.069 1.687 0.1012
H 0.725 1.853 -2.178 0.1182
H -1.084 -0.482 2.261 0.0813
H -1.778 0.938 1.854 0.1394
```

The LUMO energy (spin up / spin down) is -3.7 / -3.7 eV. The calculation puts the relative energy (zero: lowest compared OMol25 entry of this formula, charge and spin) at 1.666 eV.



[7]
Molecular formula: C7H6N3O2S
Method: DFT, ωB97M-V/def2-TZVPD

The geometry in XYZ format:
```
19
Properties=species:S:1:pos:R:3:lowdin_spin:R:1
C -0.984 -0.040 0.626 0.0337
C -0.561 -1.328 0.592 0.1646
C 2.570 -0.558 -1.440 0.0399
C 0.851 0.689 -0.636 0.2138
C 1.260 -0.584 -0.685 0.2625
C -0.322 1.058 0.110 0.2722
C 3.837 -0.028 1.223 0.0055
N 0.586 -1.597 -0.034 0.2723
N -0.708 2.359 0.232 0.2879
N 3.807 -0.956 0.446 0.0044
O 3.690 -1.108 -0.887 0.0102
O 3.848 0.652 2.150 0.0021
S 2.328 1.360 -1.358 0.3945
H -1.893 -0.012 1.235 -0.0002
H -1.027 -2.076 1.283 0.0077
H 2.373 -0.701 -2.411 0.0065
H 0.831 -2.571 -0.293 0.0092
H -1.736 2.631 0.559 0.0052
H -0.154 3.121 -0.059 0.0081
```

As for the net charge: +1. The LUMO energy (spin up / spin down) is -3.7 / -7.5 eV. As for the spin multiplicity: 3.



[8]
Molecular formula: C7H6N4
Method: DFT, ωB97M-V/def2-TZVPD

The geometry in XYZ format:
```
17
Properties=species:S:1:pos:R:3:lowdin_charge:R:1
C -2.647 -0.309 -0.450 0.1019
C -1.497 -0.809 0.016 -0.2444
C -1.428 -2.178 0.336 -0.2189
N -1.211 -3.239 0.693 0.1821
C -0.330 0.125 0.238 -0.1821
C -0.460 1.379 0.801 0.1085
N 1.008 -0.390 0.148 -0.1424
N 2.106 0.331 0.468 0.0955
C 3.155 -0.413 0.169 -0.0678
C 2.628 -1.616 -0.436 -0.0977
N 1.326 -1.573 -0.430 0.1124
H -2.931 0.549 -0.979 0.0678
H -3.468 -0.951 -0.627 0.0657
H 0.492 1.799 1.070 0.0455
H -1.370 1.941 0.899 0.0651
H 4.085 -0.139 0.325 0.0494
H 3.067 -2.453 -0.760 0.0596
```

As for the SMILES: C=C(C#N)C(=C)n1nccn1. The LUMO energy is -0.2 eV. The calculation puts the relative energy (zero: lowest compared OMol25 entry of this formula, charge and spin) at 3.057 eV.



[9]
Molecular formula: C7H6NO3S
Method: DFT, ωB97M-V/def2-TZVPD

The geometry in XYZ format:
```
18
Properties=species:S:1:pos:R:3:lowdin_charge:R:1
C -1.979 0.921 -1.706 -0.1887
C -0.940 1.677 -1.294 -0.1614
C -2.154 -0.325 -1.210 -0.1456
C -0.042 1.326 -0.314 -0.0247
C -1.369 -0.702 -0.148 -0.0592
C -0.180 0.029 0.304 -0.4005
C 2.799 -0.332 1.186 -0.4833
N 0.503 -0.286 1.370 -0.2293
O 0.949 -2.188 2.968 -0.4893
O 3.296 0.460 0.411 0.0285
O 2.508 -1.655 0.943 -0.2802
S 0.804 -1.863 1.554 0.9043
H -2.634 1.278 -2.517 0.0941
H -0.696 2.399 -2.083 0.0998
H -2.869 -0.899 -1.698 0.0736
H 0.774 2.011 -0.206 0.0915
H -1.628 -1.694 0.232 0.0783
H 2.858 -0.156 2.207 0.0923
```

As for the net charge: -1. The LUMO energy is 3.5 eV. The calculation puts the relative energy (zero: lowest compared OMol25 entry of this formula, charge and spin) at 0.544 eV.



[10]
Molecular formula: C7H6O
Method: DFT, ωB97M-V/def2-TZVPD

The geometry in XYZ format:
```
14
Properties=species:S:1:pos:R:3:lowdin_charge:R:1
C -0.563 1.091 1.696 -0.1935
C 0.177 1.744 0.844 -0.0595
C 0.684 0.597 -0.212 -0.2198
C 0.702 0.231 -1.698 0.0323
C 0.131 -1.084 -1.757 -0.0681
O -0.401 -1.644 -0.546 0.0109
C -0.109 -0.503 0.215 -0.3280
C -0.614 -0.379 1.553 0.0016
H -1.237 1.908 2.331 0.1585
H 0.683 2.743 0.989 0.1156
H 1.603 0.401 0.222 0.1332
H 0.973 0.940 -2.383 0.0638
H -0.403 -1.462 -2.748 0.1544
H -0.847 -1.567 2.110 0.1987
```

As for the SMILES: C1=C[C@@H]2C=COC2=C1. The LUMO energy is 0.7 eV. The calculation puts the relative energy (zero: lowest compared OMol25 entry of this formula, charge and spin) at 5.225 eV.



[11]
Molecular formula: C7H6O2
Method: DFT, ωB97M-V/def2-TZVPD

The geometry in XYZ format:
```
15
Properties=species:S:1:pos:R:3:lowdin_charge:R:1
O -2.516 -0.316 0.561 0.1069
C -1.383 -0.492 0.150 -0.2861
C -0.581 -1.754 -0.098 0.0340
C 0.645 -1.461 -0.566 0.0015
C 0.889 0.002 -0.645 -0.1882
C 1.418 0.546 0.701 0.0228
C 0.301 1.246 0.908 0.0195
C -0.453 0.659 -0.257 -0.4302
O -1.142 1.558 -1.036 0.0720
H -1.005 -2.655 0.159 0.0834
H 1.333 -2.299 -0.712 0.1192
H 1.318 0.534 -1.424 0.1317
H 2.408 0.232 1.043 0.1175
H 0.155 1.901 1.735 0.1053
H -1.388 2.299 -0.519 0.0905
```

As for the SMILES: O=C1C=C[C@@H]2C=C[C@]12O. The LUMO energy is 0.2 eV. The calculation puts the relative energy (zero: lowest compared OMol25 entry of this formula, charge and spin) at 2.114 eV.



[12]
Molecular formula: C7H6O4
Method: DFT, ωB97M-V/def2-TZVPD

The geometry in XYZ format:
```
17
Properties=species:S:1:pos:R:3:lowdin_charge:R:1
O -1.974 -2.534 0.589 0.0720
C -0.814 -2.112 0.473 -0.4385
O 0.316 -2.762 0.789 0.1222
C -0.592 -0.710 0.019 -0.1118
C -1.502 0.278 0.228 0.0011
C -1.115 1.618 0.234 0.0344
C 0.269 1.858 -0.093 -0.2733
O 0.561 3.212 -0.181 0.0673
C 1.198 0.903 -0.344 0.0379
C 0.730 -0.404 -0.198 -0.2484
O 1.604 -1.375 -0.628 0.0149
H -0.024 -3.653 0.953 0.1371
H -2.572 0.019 0.413 0.1451
H -1.750 2.386 0.180 0.0709
H 1.379 3.183 -0.616 0.0634
H 2.256 1.192 -0.311 0.1442
H 2.028 -1.100 -1.508 0.1613
```

As for the SMILES: O=C(O)c1ccc(O)cc1O. The LUMO energy is 0.4 eV. The calculation puts the relative energy (zero: lowest compared OMol25 entry of this formula, charge and spin) at 1.209 eV.



[13]
Molecular formula: C7H6O6Pr
Method: DFT, ωB97M-V/def2-TZVPD

The geometry in XYZ format:
```
20
Properties=species:S:1:pos:R:3:lowdin_spin:R:1
O -0.248 -0.345 -4.684 0.0077
C -0.247 -0.346 -3.474 -0.0014
Pr -0.257 -0.330 -1.057 2.0026
O 1.893 -3.079 -1.330 0.0014
C 1.179 -2.164 -1.403 -0.0034
C -1.696 1.494 -1.420 -0.0036
O -2.390 2.393 -1.334 0.0016
C -2.072 -1.772 -1.416 -0.0012
O -3.004 -2.505 -1.340 0.0033
C 1.609 1.100 -1.462 0.0001
O 2.474 1.790 -1.324 0.0037
C 0.249 0.729 3.125 -0.0011
C 0.526 0.690 1.632 -0.0010
O -0.388 -0.557 1.405 -0.0082
H -0.814 0.921 3.262 0.0000
H 0.838 1.513 3.508 -0.0001
H 0.511 -0.227 3.557 -0.0001
H 0.191 1.562 1.076 -0.0003
H 1.566 0.432 1.356 0.0001
H 0.080 -1.300 1.323 -0.0001
```

As for the net charge: +3. The LUMO energy (spin up / spin down) is -15.4 / -15.3 eV. As for the spin multiplicity: 3.



[14]
Molecular formula: C7H6O6STl
Method: DFT, ωB97M-V/def2-TZVPD

The geometry in XYZ format:
```
21
Properties=species:S:1:pos:R:3:lowdin_charge:R:1
O 0.732 -4.143 0.825 0.1300
C 0.986 -3.145 0.335 0.0326
Tl 1.559 -0.050 -0.950 0.8697
O 4.822 -1.550 -2.431 0.2067
C 3.830 -1.200 -1.990 0.0550
C 1.637 2.446 -1.854 0.0453
O 1.641 3.518 -2.219 0.2259
C 2.645 0.467 1.635 0.0343
O 3.104 0.773 2.627 0.1905
C -0.027 -1.047 -3.056 0.0406
O -0.818 -1.275 -3.840 0.1984
C -2.386 1.836 1.314 -0.1348
S -1.226 0.722 0.530 0.9552
C -1.702 -0.830 1.284 -0.1477
O -1.575 0.646 -0.932 -0.3095
H -2.238 1.774 2.397 0.1083
H -3.401 1.529 1.039 0.1165
H -2.181 2.863 0.976 0.1037
H -2.646 -0.645 1.812 0.1054
H -1.825 -1.573 0.501 0.0904
H -0.931 -1.118 1.997 0.0835
```

As for the net charge: +3. The LUMO energy (spin up / spin down) is -15.5 / -16.6 eV. The calculation puts the relative energy (zero: lowest compared OMol25 entry of this formula, charge and spin) at 0.000 eV.



[15]
Molecular formula: C7H6OS
Method: DFT, ωB97M-V/def2-TZVPD

The geometry in XYZ format:
```
15
Properties=species:S:1:pos:R:3:lowdin_charge:R:1
C -0.074 -0.881 0.377 -0.3920
C -0.285 -1.754 -0.823 -0.3446
C 1.475 0.861 0.594 -0.4909
C -0.075 1.504 0.475 -0.0293
C 1.324 -0.518 0.944 -0.0395
C -1.736 0.278 -1.055 -0.2686
C -0.835 0.315 0.017 -0.2837
O 2.423 1.585 0.512 0.0305
S -1.312 -1.178 -1.952 1.0991
H -0.738 -1.432 1.217 0.2144
H 0.584 -2.378 -1.189 0.1157
H -0.230 1.739 1.498 0.1021
H 0.040 2.406 -0.146 0.1237
H 2.028 -1.414 0.766 0.1014
H -2.589 0.871 -1.235 0.0617
```

The LUMO energy (spin up / spin down) is -1.9 / -1.9 eV. The calculation puts the relative energy (zero: lowest compared OMol25 entry of this formula, charge and spin) at 4.513 eV.